{"formula": "C29H31FeIN3PSTe", "method": "ωB97M-V/def2-TZVPD", "elements": ["Fe", "C", "C", "N", "C", "C", "C", "C", "C", "C", "C", "N", "C", "C", "C", "C", "C", "C", "C", "C", "N", "C", "H", "H", "H", "H", "H", "H", "H", "H", "H", "H", "H", "H", "C", "P", "C", "C", "C", "C", "C", "C", "C", "H", "H", "H", "H", "H", "H", "H", "H", "H", "H", "H", "C", "Te", "C", "H", "H", "H", "H", "H", "H", "I", "C", "H", "H", "S"], "xyz": [[-0.60331, 0.72966, 0.38134], [-3.58791, -0.24455, 3.32687], [-2.92903, -0.06151, 2.09255], [-1.61848, 0.00416, 2.01022], [-0.86644, -0.07574, 3.14423], [-1.43497, -0.32484, 4.40045], [-2.84687, -0.38676, 4.46430], [-0.58415, -0.51956, 5.52053], [0.76947, -0.49065, 5.32702], [1.35295, -0.22015, 4.07522], [0.56231, 0.05870, 2.96673], [0.91890, 0.35423, 1.69438], [2.01905, -0.23870, 1.13670], [3.34204, -0.20404, 1.54001], [4.32941, -0.95228, 0.85980], [4.02540, -1.74645, -0.21063], [2.68398, -1.80098, -0.67407], [2.26229, -2.57988, -1.78211], [0.95732, -2.54082, -2.17777], [0.04768, -1.69801, -1.48992], [0.41378, -0.98444, -0.45407], [1.71011, -1.03320, -0.02991], [-4.66947, -0.28120, 3.34317], [-3.44942, 0.03440, 1.14530], [-3.32319, -0.54979, 5.42651], [-1.01528, -0.69962, 6.49844], [1.43126, -0.66171, 6.17084], [2.43088, -0.19176, 4.00012], [3.62759, 0.42036, 2.37658], [5.35598, -0.89052, 1.20687], [4.78866, -2.32119, -0.72293], [2.99243, -3.18630, -2.30813], [0.59894, -3.11076, -3.02539], [-0.97896, -1.56489, -1.81547], [-0.26905, 3.13578, -2.15604], [0.64401, 2.01793, -1.03148], [1.75446, 3.20853, -0.19436], [1.79192, 1.27403, -2.27116], [1.23394, 0.67134, -3.40233], [2.04391, 0.07221, -4.35392], [3.42323, 0.04857, -4.18276], [3.98636, 0.62266, -3.05182], [3.17442, 1.22874, -2.10285], [-1.02483, 2.54368, -2.67287], [0.40635, 3.64255, -2.84913], [-0.80234, 3.87060, -1.55295], [2.35686, 3.78111, -0.90387], [2.40163, 2.69239, 0.51582], [1.11971, 3.87797, 0.38863], [0.15445, 0.65838, -3.51708], [1.59283, -0.39559, -5.22150], [4.05562, -0.42946, -4.92279], [5.05836, 0.58840, -2.89559], [3.62440, 1.65170, -1.21329], [-5.31335, -0.67467, -1.99415], [-3.76133, -1.88603, -1.17757], [-5.23442, -3.60415, -1.41072], [-5.55053, -1.01428, -3.00162], [-4.92658, 0.34045, -2.00314], [-6.19797, -0.75372, -1.36352], [-6.11196, -3.45964, -0.77658], [-4.72667, -4.52251, -1.10761], [-5.55381, -3.70531, -2.45050], [-0.58943, 3.54611, 2.92664], [-1.36584, 2.50299, 1.01720], [-2.41038, 2.40656, 1.31910], [-1.33650, 3.38337, 0.37072], [-2.36039, 0.63815, -1.17469]], "forces_ev_per_a": [[0.773, 0.065, 0.393], [0.103, 0.016, -0.138], [0.152, -0.131, 0.123], [-0.082, 0.207, -0.169], [0.017, 0.027, -0.168], [-0.150, -0.039, 0.157], [0.025, -0.027, 0.062], [-0.024, 0.014, -0.052], [0.056, -0.013, 0.027], [0.092, 0.023, 0.054], [-0.274, -0.043, 0.037], [0.124, 0.151, -0.074], [-0.048, -0.148, -0.220], [0.030, 0.016, 0.080], [-0.014, 0.009, 0.007], [-0.051, 0.003, 0.006], [0.146, -0.173, -0.211], [-0.010, 0.018, 0.041], [-0.068, 0.137, 0.154], [0.223, -0.114, -0.006], [-0.223, 0.188, 0.102], [-0.225, 0.138, 0.064], [-0.004, -0.015, 0.017], [-0.038, 0.027, -0.004], [0.005, 0.008, -0.008], [-0.001, -0.001, 0.003], [-0.009, -0.002, 0.006], [-0.034, 0.025, -0.002], [0.000, -0.015, -0.020], [-0.003, -0.004, -0.008], [0.009, 0.005, -0.002], [0.005, 0.000, -0.015], [0.031, -0.015, -0.002], [-0.025, 0.020, 0.018], [-0.003, 0.072, 0.036], [-0.269, -0.186, 0.059], [0.021, -0.004, 0.010], [-0.127, 0.021, 0.119], [0.024, 0.009, 0.004], [0.047, 0.010, 0.023], [0.028, -0.028, -0.048], [-0.031, -0.015, -0.029], [-0.045, 0.006, -0.025], [0.011, -0.020, -0.002], [0.006, 0.004, -0.005], [0.015, 0.007, -0.022], [-0.007, 0.029, 0.005], [-0.009, -0.041, 0.001], [0.024, -0.003, 0.002], [-0.022, 0.004, 0.036], [0.017, -0.005, -0.010], [0.000, 0.001, -0.002], [0.010, -0.011, -0.013], [-0.002, 0.009, 0.019], [-0.013, 0.012, -0.038], [0.026, -0.068, 0.047], [0.072, 0.073, -0.001], [-0.009, 0.002, -0.028], [0.001, 0.016, 0.001], [-0.030, 0.014, 0.017], [-0.037, 0.011, 0.024], [0.017, -0.035, 0.019], [-0.015, -0.005, -0.047], [0.018, -0.038, -0.017], [-0.065, -0.202, -0.280], [0.020, -0.007, 0.056], [0.015, 0.023, 0.069], [-0.195, -0.012, -0.237]], "gap_ev": 4.36, "total_charge": -2, "homo_ev": -0.067, "de_lowest_kj_mol": 6.5}

***

{"formula": "C30H48O14", "method": "ωB97M-V/def2-TZVPD", "elements": ["O", "C", "O", "C", "C", "C", "H", "H", "H", "H", "H", "H", "O", "C", "O", "C", "C", "C", "H", "H", "H", "H", "H", "H", "O", "C", "O", "C", "C", "C", "H", "H", "H", "H", "H", "H", "O", "C", "O", "C", "C", "C", "H", "H", "H", "H", "H", "H", "O", "C", "O", "C", "C", "C", "H", "H", "H", "H", "H", "H", "O", "C", "O", "C", "C", "C", "H", "H", "H", "H", "H", "H", "C", "C", "O", "C", "H", "H", "H", "H", "H", "H", "C", "C", "O", "C", "H", "H", "H", "H", "H", "H"], "xyz": [[11.75415, 13.92919, 14.67226], [11.58239, 14.94443, 14.06230], [10.43783, 15.09960, 13.32435], [10.45918, 16.19640, 12.49041], [11.66488, 16.97888, 12.98213], [12.60376, 16.01960, 13.65957], [9.63692, 16.90141, 12.61268], [10.64428, 15.88470, 11.46246], [11.39338, 17.61306, 13.82606], [12.15056, 17.72994, 12.35913], [13.09680, 16.39511, 14.55623], [13.36092, 15.60929, 12.99139], [16.12328, 20.42564, 6.66845], [15.36083, 20.21761, 5.70711], [15.66811, 20.69151, 4.44464], [14.43556, 20.50333, 3.64860], [13.47043, 19.67652, 4.44800], [14.04421, 19.42217, 5.72054], [14.84128, 19.93006, 2.81502], [14.08160, 21.49614, 3.37086], [13.09716, 18.77915, 3.95454], [12.53268, 20.18536, 4.67116], [14.12828, 18.36074, 5.95378], [13.55085, 19.93544, 6.54592], [8.80214, 16.95486, 10.09688], [9.35356, 17.94644, 9.58060], [10.65103, 18.01545, 9.41763], [11.08309, 19.26718, 8.88919], [9.80334, 19.84713, 8.31728], [8.65035, 19.18255, 9.08237], [11.94667, 19.23344, 8.22497], [11.39729, 19.69622, 9.84066], [9.63491, 19.72301, 7.24755], [9.85272, 20.92868, 8.44335], [7.77572, 18.91380, 8.49000], [8.39772, 19.81330, 9.93467], [20.65128, 16.73974, 9.20780], [21.66312, 16.80769, 8.44127], [21.49242, 16.54360, 7.20136], [22.58529, 16.99946, 6.38789], [23.74001, 16.92665, 7.37643], [23.14938, 16.96927, 8.79846], [22.38763, 18.05023, 6.17598], [22.83829, 16.35645, 5.54489], [24.46819, 17.63768, 6.98620], [24.16269, 15.92528, 7.29455], [23.35027, 17.87040, 9.37786], [23.40695, 16.08573, 9.38251], [14.79568, 10.84031, 11.06104], [15.21690, 11.53844, 10.22815], [15.48759, 11.00452, 9.02427], [15.92352, 11.94852, 8.11962], [16.38273, 13.22483, 8.85942], [15.66127, 13.02442, 10.15009], [15.28043, 12.12594, 7.25761], [16.84188, 11.62870, 7.62726], [16.14425, 14.19336, 8.41989], [17.46013, 13.27257, 9.01768], [14.81485, 13.66182, 10.40580], [16.44134, 13.23319, 10.88222], [21.14502, 16.18574, 3.37980], [20.23785, 17.06487, 3.61618], [20.14120, 18.22553, 2.90907], [19.06307, 18.98773, 3.39149], [18.28398, 18.08260, 4.29419], [19.35575, 17.23171, 4.89055], [18.43934, 19.31131, 2.55821], [19.38297, 19.81241, 4.02841], [17.54504, 17.63465, 3.62981], [17.73197, 18.63349, 5.05571], [19.00442, 16.27123, 5.26758], [20.03403, 17.73779, 5.57751], [17.30252, 17.50761, 8.57907], [16.38448, 17.62867, 9.82239], [16.85796, 18.15363, 10.85001], [14.94687, 17.23953, 9.72584], [17.47230, 16.44171, 8.42699], [18.15114, 18.15374, 8.80370], [16.81838, 17.90883, 7.68872], [14.47775, 17.90972, 9.00551], [14.63577, 17.34333, 10.76533], [14.87145, 16.21067, 9.37390], [15.50386, 21.51894, 9.71528], [14.12662, 21.08086, 10.25277], [13.70379, 19.91901, 10.01764], [13.56535, 21.97246, 11.35421], [16.14839, 20.71125, 9.36841], [15.91387, 22.14151, 10.51051], [15.26320, 22.30180, 8.99604], [13.61594, 21.55825, 12.36117], [12.55011, 22.33682, 11.19722], [14.21419, 22.84241, 11.45561]], "forces_ev_per_a": [[-0.030, 0.520, 0.672], [0.580, -1.398, -1.640], [-0.476, -1.142, 1.628], [1.757, 1.989, -0.791], [1.113, 2.100, 1.146], [-0.627, -0.659, 0.199], [-0.592, -0.854, -0.334], [-0.633, 0.017, -0.028], [-0.812, 0.187, 0.091], [-0.127, -0.504, -0.775], [0.010, 0.088, -0.175], [-0.069, -0.388, 0.090], [-1.880, -0.629, -2.508], [2.794, 0.020, 1.741], [-1.787, -0.550, 1.707], [1.559, -0.202, -0.733], [-3.004, 0.441, -2.045], [2.499, 0.513, 2.841], [-0.515, 0.280, -0.502], [-0.028, -0.129, -0.092], [0.539, -0.141, -0.335], [-0.157, 0.608, -0.566], [0.587, -0.008, 0.289], [-0.505, -0.280, 0.195], [1.275, 2.292, -1.228], [-2.429, -2.738, 1.405], [0.833, -1.919, -0.433], [-0.748, 0.418, 1.022], [-0.449, 1.431, -0.621], [1.266, 0.313, -0.025], [-0.259, -0.556, -0.008], [0.200, 1.136, -0.569], [0.570, -0.402, -0.076], [-0.262, 0.103, 0.077], [0.092, 0.158, 0.166], [-0.374, -0.238, 0.117], [3.963, 0.536, -2.091], [-3.655, -0.590, 5.369], [-0.715, -0.503, -3.420], [0.704, 0.089, 1.575], [0.927, -0.775, -0.292], [-0.730, 0.750, -0.935], [-0.106, -0.146, -0.697], [-0.962, 0.264, -0.153], [0.347, 0.130, 0.914], [0.315, 0.076, -0.295], [-0.163, -0.086, -0.028], [0.131, 0.195, 0.034], [-1.075, -0.691, 2.461], [1.513, 1.664, -1.705], [-0.349, -0.639, -0.674], [2.474, 1.475, -2.487], [-1.015, 0.058, -0.370], [0.230, -0.051, 2.241], [-0.804, 0.008, 0.506], [-0.006, -0.805, 0.022], [-0.331, -0.296, -0.465], [-0.036, -0.416, -0.031], [-0.024, 0.070, -0.344], [-0.574, -0.327, 0.828], [-4.145, 3.735, 0.659], [4.379, -2.479, 0.449], [0.738, -1.615, -0.327], [-0.999, 1.088, 0.612], [-1.232, 0.889, 0.505], [0.351, -1.642, -2.103], [0.353, 0.326, -0.001], [0.540, 0.384, -0.569], [0.046, -1.007, 0.521], [-0.054, 0.165, -0.134], [0.340, 0.140, 0.174], [-0.435, 0.090, 0.295], [-1.129, 0.498, 1.032], [2.006, 1.774, 0.639], [-1.186, -1.265, -1.875], [0.890, -0.307, 0.528], [0.623, 0.105, -0.091], [0.372, -0.722, -0.154], [-0.291, -0.058, -0.007], [-0.265, -0.047, 0.296], [-0.861, 0.013, -0.331], [-0.158, -0.071, -0.048], [-1.650, 0.802, 0.636], [0.938, -3.843, 0.409], [0.553, 3.558, 0.576], [0.033, 0.828, -0.158], [-0.321, 0.278, -0.121], [0.589, -0.447, 0.193], [0.304, -0.268, -0.758], [-0.094, -0.772, -0.241], [-0.035, -0.251, -0.184], [-0.167, 0.252, -0.285]], "gap_ev": [1.95, 9.24], "multiplicity": 2, "total_charge": -1, "homo_ev": [0.067, -7.239]}

***

{"formula": "C5H13NO", "method": "ωB97M-V/def2-TZVPD", "elements": ["C", "C", "N", "O", "H", "H", "H", "H", "H", "C", "C", "C", "H", "H", "H", "H", "H", "H", "H", "H"], "xyz": [[-1.48070, -1.51799, -0.07154], [-1.28606, -1.82315, -1.51800], [-2.26826, -1.36801, -2.36910], [-0.38121, -2.52356, -1.92101], [-0.98586, -2.28447, 0.52786], [-2.50166, -1.43332, 0.30250], [-0.96224, -0.60487, 0.24326], [-2.00284, -1.36601, -3.34457], [-2.81590, -0.56756, -2.09728], [1.55677, 1.69803, -0.25247], [1.78244, 0.79486, 0.93905], [0.80684, 1.10442, 2.10598], [2.20023, 1.47825, -1.10817], [1.72964, 2.73428, 0.01974], [0.53303, 1.69993, -0.63504], [1.54938, -0.24122, 0.65166], [2.79499, 0.74283, 1.33232], [-0.23177, 1.25981, 1.80198], [0.78919, 0.24153, 2.76942], [1.17399, 1.97620, 2.62342]], "forces_ev_per_a": [[0.451, 0.173, 1.485], [-0.411, -0.515, -0.415], [0.238, 0.419, -0.204], [0.095, 0.245, 0.052], [-0.079, -0.153, -0.247], [-0.120, -0.015, -0.466], [-0.064, 0.110, -0.418], [-0.053, -0.162, 0.069], [-0.033, -0.078, 0.158], [0.376, 0.545, -0.333], [-1.656, -1.095, 0.249], [0.580, -0.455, -0.480], [0.063, -0.089, 0.155], [0.212, 0.300, 0.073], [-0.082, -0.404, 0.231], [0.205, 0.128, -0.201], [0.175, 0.417, -0.210], [0.177, 0.154, -0.259], [0.102, 0.136, 0.327], [-0.174, 0.341, 0.433]], "smiles": "CC(N)=O.CCC", "gap_ev": 10.72, "total_charge": 0, "homo_ev": -9.930, "de_lowest_kj_mol": 16.8}

***

In the order shown, the computed energy values come out to -3856.93375; -2225.17632; -328.31246 Ha.